[1]
C19H21IN2Os | ωB97M-V/def2-TZVPD

ORCA input file:
```
! RIJCOSX wB97M-V def2-TZVPD def2/J DEFGRID3
* xyz 2 5
Os 0.60446 0.02788 -0.31834
I 3.17527 -0.02696 -0.87769
N 0.17635 -1.25828 -1.69803
N 0.35314 1.35824 -1.73191
C 0.91976 2.85298 -3.88482
C -1.76337 1.16578 2.65573
C -1.26742 0.21274 0.36480
C 0.68002 1.50294 -4.09163
C 0.17202 -2.58623 -1.42852
C -1.66021 0.04003 1.82180
C 0.34355 -2.88490 -3.81353
C 1.80681 0.80044 2.87739
C 0.31509 -0.69733 -2.93137
C -2.42745 -1.35797 3.66198
C 0.63818 2.65800 -1.49923
C -1.99349 -1.22542 2.33455
C -2.52789 -0.23104 4.49014
C 1.67017 -0.69194 2.86349
C 0.23352 -3.41636 -2.52841
C 0.41189 -1.51972 -4.05455
C 0.92870 3.41878 -2.60741
C 0.42416 0.74090 -2.94718
C -2.19532 1.03201 3.98487
H 0.91335 -1.02195 3.54580
H 2.67401 -1.18517 2.91976
H 1.14858 4.45496 -2.41938
H -2.24620 1.92698 4.61793
H 1.99315 1.02274 1.75013
H -1.52211 2.13563 2.21267
H 0.40561 -3.54574 -4.66186
H -1.72016 -0.58217 -0.24518
H -1.91150 -2.07726 1.65060
H 1.13099 3.46508 -4.75071
H -1.50751 1.24011 0.04511
H -2.82498 -0.33931 5.52764
H 0.89728 1.37971 3.25379
H -2.65778 -2.35715 4.03963
H 0.18485 -4.46974 -2.31068
H 2.79756 0.89930 3.32413
H 1.30700 -0.90539 1.75190
H 0.10427 -2.85742 -0.37613
H 0.61571 2.95312 -0.45396
H 0.52778 -1.00903 -5.01985
H 0.67215 0.95815 -5.04344
*
```

Summary:
- Highest occupied orbital energy (spin up / spin down): -13.1 / -15.2 eV
- Strongest force on any atom: 6.64 eV/Å
- Lowest unoccupied orbital energy (spin up / spin down): -7.173 / -10.168 eV
- Expectation value of S²: 6.0374
- Orbital gap (spin up / spin down): 5.917 / 5.000 eV

=====

[2]
C3H11N3O | ωB97M-V/def2-TZVPD

ORCA input file:
```
! RIJCOSX wB97M-V def2-TZVPD def2/J DEFGRID3
* xyz 0 1
O -0.56522 1.80507 0.31593
N 2.07963 1.35288 0.45769
N -0.11662 0.57424 -0.20369
N 1.77390 -0.83374 -0.45897
C -1.98345 -1.10824 -0.50093
C -1.61014 0.02776 0.42058
C 1.22843 0.20518 0.37886
H -1.29534 -0.30854 1.40272
H 1.57794 -1.75673 -0.08762
H 1.00287 -0.12159 1.40162
H -0.03525 0.59966 -1.22765
H -2.91623 -1.55301 -0.14174
H -1.20311 -1.86588 -0.55493
H -2.43646 0.72527 0.52090
H -2.17925 -0.73470 -1.50692
H 2.78140 -0.74923 -0.55065
H 2.39241 1.61884 -0.47308
H 1.50450 2.12274 0.80788
*
```

Summary:
- Highest occupied orbital energy: -7.6 eV
- Strongest force on any atom: 4.32 eV/Å
- Structure (SMILES): CC[N@@H+]([O-])C(N)N
- Lowest unoccupied orbital energy: 0.859 eV
- Orbital gap: 8.437 eV

=====

[3]
CH5N3O | ωB97M-V/def2-TZVPD

ORCA input file:
```
! RIJCOSX wB97M-V def2-TZVPD def2/J DEFGRID3
* xyz 0 1
O -0.55891 -1.15789 1.64959
N -0.00480 0.88794 0.08367
N 0.71721 1.79889 -0.70340
N -0.89448 -1.23256 0.26131
C -0.15105 -0.27664 -0.41182
H 1.25889 2.35964 -0.02460
H -0.55932 -2.08774 -0.11256
H 1.36905 1.33594 -1.35352
H 0.34447 -0.76896 -1.42891
H -1.52106 -0.85863 2.04025
*
```

Summary:
- Highest occupied orbital energy: -8.5 eV
- Strongest force on any atom: 4.60 eV/Å
- Structure (SMILES): N/N=C/NO
- Lowest unoccupied orbital energy: 0.973 eV
- Orbital gap: 9.443 eV

=====

Table of energy relative to the best compared isomer or geometry (same formula, charge and spin) (eV), in record order: 0.0000 4.6390 3.4132